Here is a molecular structure, C8H32BNOP2SSr in a non-equilibrium geometry from the OMol25 dataset. Energies are from ωB97M-V/def2-TZVPD.

As for the expectation value of S²: 0.84. The energy above the lowest of the compared OMol25 structures with the same formula, charge and spin comes out at 6.332 eV. The spin multiplicity is 2. The calculation puts the HOMO-LUMO gap (spin up / spin down) at 4.1 / 4.0 eV. The charge is +1. The strongest force on any atom is 5.80 eV Å⁻¹.

```
47
Properties=species:S:1:pos:R:3:nbo_charge:R:1
Sr -1.155 0.993 0.464 0.443
S 0.275 2.241 3.567 1.243
P -1.852 0.596 -2.324 1.043
P 1.944 -2.537 0.129 1.118
O 0.190 1.540 2.173 -1.157
N 1.453 1.254 -0.804 -1.043
C -0.430 0.982 4.658 -0.809
C -1.751 2.388 -2.192 -1.074
C 1.408 -4.169 -0.360 -0.963
C -1.717 0.057 -4.000 -0.981
C -3.391 0.061 -1.565 -1.030
C 3.224 -2.700 1.367 -0.964
C -1.149 3.359 3.493 -0.813
C 0.542 -1.626 0.800 -1.059
B 2.075 0.331 -1.959 0.021
H 0.843 -0.795 1.470 0.253
H 2.136 -4.922 -0.030 0.261
H 0.411 1.544 -1.034 0.206
H -2.253 -0.895 -4.136 0.270
H -3.496 0.237 -0.473 0.251
H -0.129 -1.332 -0.038 0.187
H -1.078 0.288 4.107 0.267
H 4.127 -2.167 1.038 0.262
H -0.022 -2.348 1.416 0.281
H -3.512 -1.017 -1.751 0.277
H -2.148 0.810 -4.679 0.271
H -1.312 2.832 -1.268 0.239
H -2.090 2.796 3.414 0.257
H 1.965 2.141 -0.760 0.442
H 0.424 0.449 5.092 0.246
H -2.767 2.804 -2.305 0.237
H 3.160 0.747 -2.222 -0.031
H -0.979 1.492 5.457 0.251
H 2.889 -2.281 2.326 0.250
H 2.478 -1.062 -1.439 -0.130
H -1.137 3.950 4.416 0.246
H 1.322 -4.214 -1.455 0.262
H 2.635 -1.835 -1.174 0.152
H -0.777 -0.021 -1.619 -0.145
H 0.429 -4.401 0.084 0.253
H 3.471 -3.762 1.508 0.262
H 1.252 0.078 -2.790 -0.063
H -1.022 4.026 2.632 0.267
H -4.212 0.595 -2.070 0.273
H -1.149 2.751 -3.040 0.277
H -0.660 -0.099 -4.259 0.283
H 1.536 0.845 0.135 0.411
```

Here is 8 unconnected molecules or ions with the total composition C8H32N16O8 in a non-equilibrium geometry from the OMol25 dataset. Energies are from ωB97M-V/def2-TZVPD.

The energy above the lowest of the compared OMol25 structures with the same formula, charge and spin comes out at 0.948 eV. The calculation puts the HOMO-LUMO gap at 9.5 eV. As for the SMILES: NC(N)=O.NC(N)=O.NC(N)=O.NC(N)=O.NC(N)=O.NC(N)=O.NC(N)=O.NC(N)=O. The strongest force on any atom is 1.37 eV Å⁻¹.

```
64
Properties=species:S:1:pos:R:3:nbo_charge:R:1
O -3.637 -2.267 1.644 -0.642
O -0.200 0.490 0.217 -0.747
O 2.424 0.303 -4.487 -0.661
O -4.135 3.691 2.188 -0.675
O 0.810 4.305 1.120 -0.681
O 5.333 -1.205 3.633 -0.648
O 1.801 -0.744 3.410 -0.727
O 0.824 -3.318 -2.761 -0.725
N -2.612 2.045 1.901 -0.852
N -0.852 5.696 0.477 -0.850
N 1.052 1.334 2.846 -0.837
N 2.339 0.997 4.760 -0.836
N -2.793 -0.963 -0.008 -0.863
N 4.146 -1.774 1.759 -0.865
N -5.063 -1.312 0.163 -0.868
N 6.421 -1.347 1.647 -0.855
N 1.040 -1.449 0.393 -0.843
N 0.809 -0.420 -1.602 -0.845
N -0.799 3.503 -0.270 -0.853
N -4.821 1.731 1.271 -0.870
N -0.140 -5.284 -2.115 -0.834
N -1.022 -3.243 -1.477 -0.842
N 0.846 -1.093 -5.375 -0.851
N 0.880 1.166 -5.871 -0.858
C -0.228 4.476 0.497 0.771
C 5.277 -1.375 2.433 0.777
C 0.501 -0.396 -0.278 0.777
C 1.738 0.459 3.644 0.793
C -3.868 2.570 1.780 0.770
C -0.041 -3.929 -2.131 0.781
C -3.806 -1.574 0.659 0.758
C 1.472 0.108 -5.220 0.767
H -0.801 -5.746 -1.518 0.391
H -1.709 -3.722 -0.927 0.403
H -2.318 1.153 1.549 0.408
H -5.152 -0.855 -0.728 0.384
H -3.011 -0.370 -0.789 0.389
H 0.048 1.090 -6.425 0.383
H 2.134 1.948 5.011 0.383
H -1.849 -1.013 0.332 0.430
H 0.449 0.301 -2.201 0.413
H 1.049 -1.808 -4.692 0.428
H 0.924 2.258 3.219 0.395
H 3.336 -1.942 2.331 0.433
H -0.414 2.582 -0.127 0.429
H -5.750 2.116 1.277 0.399
H 6.334 -1.327 0.646 0.375
H -0.409 6.406 1.029 0.406
H 0.406 0.875 2.227 0.421
H 0.488 -5.867 -2.636 0.413
H -5.874 -1.740 0.569 0.418
H 1.427 2.005 -5.931 0.408
H 2.544 0.315 5.467 0.411
H 1.157 -1.516 1.394 0.447
H -1.988 2.657 2.395 0.408
H -4.762 0.759 1.019 0.400
H 7.229 -0.919 2.059 0.401
H 1.657 -1.946 -0.227 0.385
H 1.331 -1.157 -2.050 0.424
H -0.826 -2.258 -1.475 0.415
H 4.165 -1.688 0.761 0.379
H -1.794 5.791 0.148 0.390
H 0.017 -1.160 -5.934 0.383
H -1.734 3.597 -0.620 0.382
```

Here is 8 unconnected molecules or ions with the total composition C8H32N6O8 in a non-equilibrium geometry from the OMol25 dataset. Energies are from ωB97M-V/def2-TZVPD.

The energy above the lowest of the compared OMol25 structures with the same formula, charge and spin comes out at 0.596 eV. The calculation puts the HOMO-LUMO gap at 8.6 eV. As for the SMILES: NC(N)=O.NC(N)=O.NC(N)=O.CO.CO.CO.CO.CO. The strongest force on any atom is 1.48 eV Å⁻¹.

```
54
Properties=species:S:1:pos:R:3:nbo_charge:R:1
O -17.139 10.312 -14.080 -0.719
O -10.392 11.510 -22.721 -0.674
O -14.248 11.569 -19.592 -0.686
O -11.853 8.878 -18.733 -0.756
O -17.223 7.843 -18.038 -0.777
O -19.648 9.505 -21.609 -0.707
O -15.390 8.836 -22.631 -0.728
O -13.523 6.252 -17.622 -0.691
N -16.387 11.002 -19.054 -0.861
N -14.934 6.831 -15.934 -0.845
N -12.452 11.396 -21.791 -0.861
N -14.794 9.364 -19.242 -0.859
N -12.894 5.893 -15.465 -0.839
N -10.667 11.944 -20.461 -0.860
C -16.156 9.884 -23.168 -0.243
C -15.072 10.694 -19.322 0.789
C -19.413 10.481 -20.609 -0.248
C -17.299 9.237 -15.006 -0.247
C -13.771 6.339 -16.422 0.779
C -17.063 6.800 -19.040 -0.270
C -10.519 8.884 -18.247 -0.245
C -11.112 11.625 -21.728 0.772
H -18.143 7.851 -17.756 0.479
H -16.559 11.995 -19.037 0.402
H -9.867 9.550 -18.804 0.187
H -17.006 10.165 -22.537 0.162
H -17.084 10.450 -18.594 0.396
H -16.623 9.369 -15.856 0.168
H -16.220 10.333 -13.800 0.464
H -18.805 11.342 -20.871 0.194
H -17.002 8.325 -14.482 0.152
H -20.372 8.979 -21.259 0.464
H -15.552 10.789 -23.269 0.153
H -10.503 9.196 -17.202 0.157
H -11.924 5.801 -15.704 0.408
H -11.218 11.582 -19.701 0.394
H -9.666 12.003 -20.389 0.393
H -16.601 9.667 -24.137 0.178
H -18.970 10.086 -19.690 0.138
H -10.088 7.887 -18.348 0.170
H -15.508 8.850 -18.764 0.396
H -12.274 8.057 -18.448 0.489
H -17.608 5.893 -18.782 0.182
H -17.448 7.161 -19.996 0.187
H -15.989 6.640 -19.084 0.210
H -15.039 7.051 -14.964 0.381
H -12.904 11.585 -22.666 0.396
H -13.096 5.992 -14.489 0.383
H -13.002 11.437 -20.933 0.416
H -15.425 8.851 -21.671 0.476
H -18.327 9.221 -15.351 0.183
H -15.674 7.188 -16.516 0.423
H -13.836 9.046 -19.284 0.435
H -20.376 10.901 -20.297 0.160
```

Here is 10 unconnected molecules or ions with the total composition C8H32O9 in a non-equilibrium geometry from the OMol25 dataset. Energies are from ωB97M-V/def2-TZVPD.

As for the expectation value of S²: 0.75. The spin multiplicity is 2. The calculation puts the HOMO-LUMO gap (spin up / spin down) at 2.0 / 7.6 eV. The charge is -1. The strongest force on any atom is 3.59 eV Å⁻¹.

```
49
Properties=species:S:1:pos:R:3:nbo_charge:R:1
O -1.448 2.919 2.634 -1.068
O 2.600 0.311 1.859 -1.001
O 1.955 -1.418 4.138 -0.975
O -0.398 -4.372 -0.379 -0.934
O -3.160 1.468 -2.937 -1.056
O 4.198 -0.457 -0.472 -0.952
O -3.139 2.401 0.537 -1.029
O 2.791 -3.426 -0.654 -0.981
O 0.135 0.814 2.970 -1.028
C -0.875 -1.389 -2.446 -0.288
C -2.047 -0.679 -0.322 -0.293
C 0.088 0.294 -0.862 -0.435
C 0.287 -1.420 -3.369 -0.646
C 0.886 2.657 -0.234 -0.619
C -0.272 1.752 -0.642 -0.397
C -1.998 -0.958 0.981 -0.496
C -0.971 -0.637 -1.338 -0.063
H 2.384 -3.130 0.173 0.459
H -0.853 2.098 -1.518 0.202
H -3.005 -0.442 -0.800 0.169
H -0.443 1.415 2.444 0.520
H 0.964 0.383 -1.552 0.177
H -0.939 1.762 0.221 0.170
H 1.085 2.609 0.815 0.215
H 2.424 -1.778 3.377 0.476
H 3.286 -0.286 -0.733 0.465
H 1.638 0.279 2.011 0.509
H -3.660 0.666 -3.148 0.415
H -0.153 0.946 3.881 0.475
H 1.106 -1.043 3.881 0.486
H -2.202 3.021 2.023 0.520
H 2.652 -2.765 -1.348 0.482
H 4.057 -0.805 0.423 0.480
H -3.443 3.017 -0.126 0.480
H -1.705 -2.095 -2.594 0.187
H 1.743 2.700 -0.872 0.203
H 0.121 -4.512 0.427 0.441
H -2.470 1.766 0.220 0.507
H 2.990 0.958 2.448 0.475
H -1.306 3.613 3.278 0.469
H -2.331 1.327 -3.404 0.457
H 0.499 -2.397 -3.768 0.208
H 0.320 -4.673 -0.958 0.461
H 0.178 -0.623 -4.117 0.203
H -1.217 -1.454 1.524 0.175
H -2.878 -0.921 1.611 0.185
H 1.232 -1.045 -2.965 0.195
H 0.696 -0.188 -0.053 0.195
H 0.596 3.734 -0.263 0.198
```